16
Properties=species:S:1:pos:R:3 method="wB97M-V/def2-TZVPD" e_above_lowest_kcal_mol=75.3 e_lumo_ev=-0.45 e_tot_ev=-30158.897 total_charge=0 homo_ev=-8.133
C 2.610 -0.009 -0.175
C 0.256 -0.393 -0.039
C -1.066 0.086 0.119
C -1.919 -0.882 0.955
C -1.581 1.252 -0.582
H 2.640 -0.275 1.122
H 3.322 1.076 -0.459
H 3.119 -1.016 -0.850
H 0.817 1.290 -1.135
H 0.546 -1.307 0.516
H -1.277 -1.119 1.778
H -2.803 -0.425 1.428
H -2.706 1.465 -0.518
N 1.163 0.388 -0.565
S -0.939 2.341 -1.757
Cl -2.182 -2.471 0.164


17
Properties=species:S:1:pos:R:3 method="wB97M-V/def2-TZVPD" e_above_lowest_kcal_mol=0.0 e_lumo_ev=0.11 e_tot_ev=-48796.778 total_charge=0 smiles="CC1=C[P@](=S)(Cl)SCC1" homo_ev=-8.249
C 0.188 0.814 -0.885
C 0.519 0.487 0.364
C 0.168 -0.812 1.030
C -1.004 -1.555 0.419
C 1.263 1.469 1.221
P -0.663 -0.214 -2.097
S 0.047 0.029 -4.297
S -0.639 -2.131 -1.287
Cl -2.561 0.418 -1.959
H 0.486 1.771 -1.295
H 1.053 -1.458 1.016
H -0.065 -0.610 2.080
H -1.222 -2.462 0.981
H -1.898 -0.930 0.385
H 2.092 1.917 0.680
H 1.644 0.994 2.123
H 0.591 2.274 1.519


18
Properties=species:S:1:pos:R:3 method="wB97M-V/def2-TZVPD" e_lumo_ev="-7.21 / -5.13" e_tot_ev=-41916.750 total_charge=+1 multiplicity=4 homo_ev="-13.342 / -14.611"
H 1.505 0.767 -2.281
Cr -0.467 1.014 0.277
O 2.300 -1.093 -2.124
O 1.203 -0.100 -0.434
C 2.191 -0.138 0.637
C 1.516 0.235 1.949
O 0.660 1.307 1.735
C 1.677 -0.158 -1.704
H 2.645 -1.134 0.636
H 2.971 0.606 0.433
H 2.329 0.500 2.651
H 1.054 -0.666 2.400
C -3.318 -0.863 -0.910
C -3.231 0.413 -0.486
O -2.143 1.148 -0.375
H -4.297 -1.336 -0.999
H -4.162 0.927 -0.192
H -2.432 -1.429 -1.212